1.
The following is a quantum chemistry calculation of a molecular structure, C20H31N3O2S, from the Open Molecules 2025 dataset.

Properties
* total charge: 0
* HOMO energy: -9.36 eV
* HOMO-LUMO gap: 9.73 eV
* electronic energy: -40644.65179 eV
* ΔE to the lowest compared entry with this formula, charge and spin: 20.13 kJ/mol

Geometry (Å):
H (2.1326, -0.2889, -1.8020)
C (1.3197, 0.4321, -1.8574)
H (-1.4513, 1.7591, -0.0342)
C (-0.9447, 2.5253, -0.6230)
O (-3.3788, 1.5289, -1.5942)
H (2.1275, -1.4005, -0.0677)
H (-1.5825, 3.5183, -4.6339)
C (2.3738, -1.9445, 2.5790)
H (4.4732, -2.6669, 2.4864)
S (-2.8360, 2.2754, -6.3252)
H (1.5791, -3.9924, 0.9440)
N (-1.2844, 2.2732, -2.0194)
C (1.1557, -1.2865, 0.4175)
C (3.2941, -0.7692, 2.4957)
C (0.7757, -3.5235, 1.5251)
H (0.4586, -0.0451, -2.3333)
C (-1.4550, 4.0401, 1.3556)
C (-2.2424, 2.6788, -4.7927)
C (1.8475, -4.0929, 3.7406)
C (-1.4416, 3.8955, -0.1616)
C (1.1062, -2.0436, 1.7379)
H (0.4017, -5.3097, 2.6858)
C (-2.7677, 1.8230, -3.8663)
H (-0.4625, 3.9243, 1.7916)
H (1.4058, -2.1116, 4.4809)
C (0.5598, 2.3546, -0.4415)
N (1.0073, 0.9741, -0.5467)
H (-2.0971, 3.2811, 1.8043)
H (-2.4546, 4.0250, -0.5473)
H (1.6840, -4.5701, 4.7095)
H (1.6528, 1.2465, -2.4999)
H (0.8404, 2.7223, 0.5421)
H (-4.8842, -0.8363, -4.5380)
C (0.8178, 0.1878, 0.5580)
H (-3.7425, -0.7908, -3.1711)
H (3.0691, 0.0235, 1.7953)
H (0.4296, -1.7175, -0.2810)
H (-0.8237, 4.6770, -0.6196)
H (0.3007, -1.5953, 2.3286)
H (-5.1554, 0.2360, -3.1399)
H (3.8034, -2.2072, 0.8654)
C (-4.4056, -0.1968, -3.8004)
H (3.7528, -0.4257, 3.4139)
H (-0.6436, 2.5703, -2.7359)
H (3.1185, -2.5149, 4.5105)
C (2.2017, -2.6190, 3.9243)
H (-1.8344, 5.0196, 1.6469)
O (0.3832, 0.6616, 1.5948)
N (-3.7481, 1.0151, -5.8016)
H (-0.1412, -3.6157, 0.9358)
C (3.7276, -2.1030, 1.9403)
H (-0.2574, -3.8377, 3.3797)
H (1.0983, 2.9472, -1.1882)
C (-3.6463, 0.8834, -4.5004)
H (2.6946, -4.6049, 3.2716)
C (0.6122, -4.2516, 2.8574)
C (-2.5238, 1.8626, -2.3958)

2.
The following is a quantum chemistry calculation of 2 unconnected molecules or ions with the total composition C5H14NO2 in a non-equilibrium geometry, from the Open Molecules 2025 dataset.

Properties
* total charge: -1
* HOMO energy: -3.49 eV
* HOMO-LUMO gap: 7.48 eV
* electronic energy: -10997.35764 eV
* ΔE to the lowest compared entry with this formula, charge and spin: 23.94 kJ/mol

Geometry (Å):
H (-1.7311, 0.0000, 0.8125)
H (0.2313, 0.1994, -0.9192)
H (-1.8568, 1.6547, -0.6630)
H (-1.3132, 1.3932, -2.3263)
C (-0.7668, -0.1992, -0.9846)
H (1.8469, 1.4506, 0.4813)
H (0.1199, 0.1840, 2.8515)
C (0.6279, 0.0285, 1.8943)
C (-0.0495, -1.2300, 1.2511)
H (-1.9007, -1.6710, 0.1172)
H (-2.6987, 0.5124, -1.6462)
O (2.7962, 1.3800, -0.0415)
H (-0.3920, -1.8266, 2.0913)
N (-0.7235, -1.2231, -2.0851)
H (2.7326, 0.5550, -0.5340)
H (0.2335, -1.4813, -2.2758)
C (-1.2188, -0.8486, 0.3466)
H (0.6441, -1.8344, 0.6591)
H (1.6707, -0.3074, 2.0922)
H (-1.2655, -2.0374, -1.8349)
C (-1.6984, 0.9075, -1.4392)
O (0.6215, 1.1658, 1.1520)

3.
The following is a quantum chemistry calculation of a single C22H23NO5S3 molecule, from the Open Molecules 2025 dataset.

Properties
* total charge: 0
* HOMO energy: -7.99 eV
* HOMO-LUMO gap: 7.37 eV
* electronic energy: -67420.67757 eV
* ΔE to the lowest compared entry with this formula, charge and spin: 0.00 kJ/mol

Geometry (Å):
H (-0.1847, -1.9680, -3.4120)
O (4.2777, -2.0151, -1.2297)
C (-1.4491, -0.6713, 1.2369)
C (-1.2415, 1.7411, 0.8516)
C (0.7757, 0.3912, 0.8357)
H (-1.4407, -2.9101, -2.6072)
C (-1.9738, -2.8062, 2.2158)
H (6.8789, -1.8909, 0.0347)
H (5.8722, 3.2367, -1.4431)
H (-2.7376, 3.1251, -0.9842)
C (-1.6774, -0.7736, -2.4109)
C (-3.6173, -1.6806, 0.8802)
C (-3.5514, 0.4587, -1.3359)
C (-3.3995, 1.7222, 2.0935)
H (-4.6123, -1.6217, 0.4643)
S (-0.3589, 3.1422, 0.8221)
C (-3.2103, 3.0242, -0.0120)
H (-3.1291, 2.6265, 2.6317)
O (5.0094, -1.7196, 0.8799)
H (-3.9233, -3.5864, 1.7933)
C (-2.7295, -0.6334, 0.6706)
H (-1.7942, -2.0822, -4.1260)
H (6.2750, 3.3787, 0.2809)
H (-0.1363, -1.7690, 2.5284)
C (-1.0927, -1.7574, 2.0294)
H (-1.6839, -3.6447, 2.8298)
H (-1.4590, 0.1234, -2.9944)
H (5.1692, 4.5703, -0.4725)
H (-4.2862, 3.0150, -0.1501)
H (-2.9314, 3.8797, 0.5973)
H (-3.0683, 0.8625, 2.6707)
S (1.8195, 1.7658, 0.6239)
H (-3.7489, -0.8155, -3.0150)
O (-4.1330, 1.3602, -1.8940)
C (-1.2480, -2.0107, -3.1885)
H (6.5949, -2.7580, 1.5763)
S (1.5452, -1.1716, 0.6754)
C (4.1956, -1.5147, -0.1436)
C (-2.7568, 1.7531, 0.6948)
C (3.2331, 0.7737, 0.2269)
N (-3.1137, 0.5225, -0.0338)
H (-3.4032, -1.7140, -1.5270)
C (6.1742, -2.4936, 0.6098)
H (5.9121, -3.3865, 0.0393)
H (-1.1031, -0.7177, -1.4829)
C (-3.1756, -0.8097, -2.0867)
C (-3.2317, -2.7731, 1.6351)
C (4.4921, 1.4439, -0.1317)
C (5.4911, 3.5325, -0.4636)
C (-0.5926, 0.4954, 1.0062)
O (4.3417, 2.7673, -0.1318)
C (3.0983, -0.5639, 0.2400)
O (5.5200, 0.8662, -0.3890)
H (-4.4811, 1.6811, 1.9912)

What is the HOMO-LUMO gap in the third record?
7.37 eV